Molecular formula: C4H3ClO
Method: DFT, wB97M-V/def2-TZVPD

Results
LUMO in eV: 0.3
SMILES: O=C1C=C[C@H]1Cl
Gap between HOMO and LUMO in eV: 10.09
ΔE to the lowest compared entry with this formula, charge and spin in eV: 1.2182
Net charge: 0

Each line ends with the Löwdin charge.
Positions of all 9 atoms, in Å:
C1 -0.1469 -0.2909 1.1655  0.021
C2 -0.8557 -0.4826 0.0506  -0.086
C3 1.0141 0.3402 0.4428  -0.357
C4 0.1257 -0.0208 -0.9651  -0.517
O1 1.9709 0.9291 0.7727  0.138
Cl1 -0.3225 1.4698 -1.9218  0.542
H1 -0.4701 -0.5093 2.2181  0.128
H2 -1.8195 -0.8015 -0.0697  0.084
H3 0.5040 -0.6340 -1.6931  0.046